Record 1
9
Properties=species:S:1:pos:R:3 method="wB97M-V/def2-TZVPD" e_homo_ha=-0.1241 e_tot_ha=-1024.8972 de_lowest_kj_mol=97.1 total_charge=-1 orbital_gap_ev=6.458
C -1.660 2.988 -1.980
C 1.066 2.058 0.920
O -1.948 2.532 -3.009
O -1.538 3.603 -1.016
S 2.414 2.796 -1.133
S 1.112 0.456 1.256
H 2.568 4.205 -1.381
H 1.660 2.788 1.598
H 0.207 2.539 0.427

Record 2
24
Properties=species:S:1:pos:R:3 method="wB97M-V/def2-TZVPD" e_homo_ha=-0.3407 e_tot_ha=-662.9892 smiles=Fc1ccc(F)cc1.c1ccccc1 de_lowest_kj_mol=14.1 total_charge=0 orbital_gap_ev=10.148
F 3.161 3.260 0.953
F 2.332 0.942 -3.895
C 3.956 1.891 -0.795
C 1.750 2.906 -0.904
C 3.743 1.296 -2.038
C 1.538 2.312 -2.147
C 2.955 2.684 -0.252
C 2.538 1.518 -2.690
H 4.893 1.743 -0.243
H 0.987 3.542 -0.436
H 4.507 0.661 -2.506
H 0.600 2.460 -2.699
C -1.480 -2.681 1.554
C -2.281 -2.911 0.435
C -1.946 -1.871 2.590
C -3.548 -2.332 0.352
C -3.213 -1.292 2.507
C -4.013 -1.522 1.388
H -0.483 -3.137 1.619
H -1.914 -3.548 -0.381
H -1.316 -1.690 3.471
H -4.178 -2.513 -0.529
H -3.579 -0.654 3.323
H -5.010 -1.066 1.323

Record 3
8
Properties=species:S:1:pos:R:3 method="wB97M-V/def2-TZVPD" e_homo_ha="-0.4788 / -0.5316" e_tot_ha=-1402.8869 multiplicity=4 de_lowest_kj_mol=215.1 total_charge=+1 orbital_gap_ev="6.849 / 7.262"
O -0.583 1.175 1.240
Pr 1.342 1.499 2.400
S 1.294 -0.402 -0.688
O 1.755 -0.262 0.841
C -0.561 -0.237 -0.598
F -0.995 -1.323 -2.059
F -1.106 -1.200 0.168
F -1.146 0.750 -1.304

Record 4
87
Properties=species:S:1:pos:R:3 method="wB97M-V/def2-TZVPD" e_homo_ha="-0.5264 / -0.5264" e_tot_ha=-4844.7473 total_charge=+2 orbital_gap_ev="6.925 / 6.931"
Ce -11.542 2.074 13.320
C -10.128 -1.379 16.615
C -10.278 -0.208 15.696
N -11.118 0.740 15.808
O -11.987 0.559 16.843
C -9.348 -0.072 14.533
C -7.970 -0.649 14.525
N -9.851 0.685 13.653
O -9.478 1.348 12.570
H -11.019 -1.972 16.488
H -10.125 -1.032 17.656
H -9.267 -2.008 16.422
H -12.446 1.408 16.868
H -7.786 -1.322 15.339
H -7.272 0.192 14.612
H -7.799 -1.189 13.605
O -12.167 4.038 14.337
P -11.487 5.303 14.755
C -11.939 6.847 13.785
C -11.559 6.717 12.281
C -12.541 5.847 11.497
C -14.002 6.295 11.667
C -14.355 6.383 13.152
C -13.410 7.302 13.883
C -9.727 5.014 14.215
C -9.066 3.826 14.923
C -8.304 4.204 16.210
C -7.190 5.214 15.861
C -7.864 6.467 15.303
C -8.702 6.130 14.048
C -11.611 5.514 16.605
C -11.613 4.114 17.360
C -12.926 3.846 18.126
C -14.153 4.130 17.264
C -14.172 5.614 16.819
C -12.827 6.321 17.052
H -11.272 7.603 14.209
H -10.539 6.377 12.129
H -11.598 7.754 11.881
H -12.485 4.809 11.861
H -12.238 5.811 10.451
H -14.671 5.600 11.168
H -14.192 7.268 11.189
H -14.293 5.387 13.587
H -15.397 6.731 13.279
H -13.693 7.434 14.928
H -13.481 8.300 13.460
H -9.964 4.674 13.193
H -8.333 3.379 14.228
H -9.787 3.042 15.205
H -7.963 3.286 16.687
H -9.008 4.659 16.893
H -6.496 4.784 15.151
H -6.580 5.471 16.748
H -7.137 7.256 15.096
H -8.518 6.872 16.098
H -8.001 5.756 13.298
H -9.173 7.033 13.607
H -10.698 6.062 16.844
H -10.772 4.045 18.085
H -11.496 3.343 16.586
H -12.985 4.500 18.993
H -12.878 2.840 18.512
H -15.093 3.881 17.791
H -14.161 3.475 16.365
H -14.880 6.175 17.420
H -14.505 5.704 15.775
H -12.696 6.505 18.121
H -12.841 7.327 16.605
C -12.511 1.440 8.237
Ge -12.812 0.412 9.914
C -14.507 -0.539 9.885
C -11.411 -0.953 10.239
C -12.460 1.912 11.177
H -12.396 0.781 7.375
H -11.647 2.081 8.332
H -13.370 2.078 8.087
H -14.524 -1.130 8.979
H -15.355 0.174 9.813
H -14.662 -1.202 10.753
H -11.123 -1.389 9.291
H -11.798 -1.722 10.913
H -10.496 -0.504 10.668
H -13.218 2.712 11.186
H -11.461 2.423 11.029
I -13.933 0.307 13.259
I -14.258 -1.228 15.253